(1)
Entry from the Open Molecules 2025 dataset: a cluster of 2 separate species, C3H10SSi in total in a non-equilibrium geometry (wB97M-V/def2-TZVPD).

Each line ends with the Mulliken charge.
Atoms and positions in Å:
S  -0.88  -1.37  1.05  -0.301
Si  0.89  -1.64  2.10  0.565
C  -0.62  0.91  -0.41  -0.122
C  -1.56  0.56  -1.44  -1.156
C  0.86  0.92  -0.75  -0.819
H  0.67  -1.47  3.50  -0.150
H  1.07  0.21  -1.59  0.262
H  -1.04  1.56  0.19  0.432
H  1.13  1.97  -1.16  0.334
H  1.41  0.66  0.23  0.153
H  1.57  -2.95  1.92  -0.134
H  1.68  -0.62  1.45  -0.159
H  -2.53  0.37  -1.05  0.343
H  -1.16  -0.39  -1.89  0.326
H  -1.50  1.28  -2.15  0.426

spin multiplicity: 1
M: 106.27 g/mol
energy relative to the best compared isomer or geometry (same formula, charge and spin): 1.9436 eV
highest occupied orbital energy (alpha / beta): -8.43 / -8.43 eV
Kohn-Sham gap (alpha / beta): 7.5 / 7.5 eV

(2)
Entry from the Open Molecules 2025 dataset: a structure of composition C4H8BrN2 in a non-equilibrium geometry (wB97M-V/def2-TZVPD).

Each line ends with the Mulliken charge.
Atoms and positions in Å:
Br  -2.36  1.61  1.06  -0.010
N  -1.32  -1.60  1.45  -0.343
N  0.17  -0.92  -0.40  -0.164
C  -0.57  -0.77  0.69  0.356
C  -0.57  1.14  0.94  -0.373
C  0.21  1.60  -0.32  -0.438
C  0.57  0.32  -1.06  -0.527
H  -1.77  -1.11  2.22  0.267
H  0.76  -1.68  -0.81  0.320
H  -0.05  1.36  1.90  0.421
H  1.65  0.17  -1.30  0.369
H  -1.63  -2.47  1.13  0.239
H  1.06  2.10  0.26  0.212
H  0.10  0.44  -2.05  0.269
H  -0.22  2.27  -1.05  0.401

spin multiplicity: 1
M: 164.03 g/mol
total charge: +1
energy relative to the best compared isomer or geometry (same formula, charge and spin): 2.0439 eV
highest occupied orbital energy: -14.29 eV
Kohn-Sham gap: 10.8 eV

(3)
Entry from the Open Molecules 2025 dataset: the molecule C19H23N3O2S2 in a non-equilibrium geometry (wB97M-V/def2-TZVPD).

Each line ends with the Mulliken charge.
Atoms and positions in Å:
S  1.33  3.21  -1.70  -0.404
S  0.22  2.44  1.01  -0.019
O  -0.43  0.50  -1.18  -0.549
O  -3.67  2.52  1.23  -0.649
N  2.70  1.25  1.31  -0.786
N  2.57  1.82  0.10  0.209
N  -2.08  1.56  -0.07  0.047
C  4.78  0.04  0.74  0.568
C  -3.53  -0.47  -1.73  -1.276
C  -4.63  0.20  -0.91  -1.126
C  -3.93  -2.24  0.72  -1.880
C  -2.40  -0.80  -0.73  2.319
C  6.07  -0.05  1.26  -0.457
C  -1.53  0.44  -0.68  -0.695
C  4.56  -0.35  -0.59  -0.383
C  -1.27  2.75  -0.01  -0.998
C  -2.19  -0.88  1.84  -1.800
C  -4.06  0.27  0.53  0.511
C  6.89  -0.85  -0.85  -0.427
C  1.45  2.46  -0.25  0.339
C  -3.13  -0.95  0.63  1.143
C  -1.55  -1.99  -1.16  -1.944
C  7.12  -0.48  0.47  -0.478
C  5.61  -0.79  -1.37  -0.618
C  3.68  0.50  1.60  -0.595
C  -3.28  1.55  0.64  0.210
H  -4.87  1.20  -1.27  0.474
H  -2.78  -0.85  2.75  0.415
H  -1.86  3.54  0.46  0.520
H  -1.04  -1.75  -2.08  0.448
H  -3.27  -3.10  0.82  0.391
H  -5.55  -0.38  -0.91  0.370
H  6.24  0.24  2.29  0.418
H  3.70  0.18  2.63  0.453
H  -4.57  -2.21  1.61  0.416
H  -3.89  -1.40  -2.19  0.381
H  -2.17  -2.87  -1.31  0.446
H  -1.55  0.00  1.83  0.251
H  -0.91  3.04  -1.00  0.364
H  -4.85  0.28  1.28  0.575
H  -0.80  -2.21  -0.40  0.359
H  8.11  -0.53  0.89  0.378
H  5.43  -1.10  -2.39  0.390
H  3.56  -0.36  -0.99  0.646
H  7.71  -1.19  -1.46  0.375
H  3.32  1.78  -0.59  0.368
H  -1.56  -1.76  1.87  0.459
H  -4.56  -2.39  -0.15  0.419
H  -3.16  0.17  -2.53  0.420

spin multiplicity: 1
M: 389.55 g/mol
energy relative to the best compared isomer or geometry (same formula, charge and spin): 1.4806 eV
highest occupied orbital energy: -8.26 eV
Kohn-Sham gap: 8.3 eV